Computed, not measured: C17H23N4PdS3 as an isolated structure, with ωB97M-V/def2-TZVPD.

<S²> ... 6.037
Kohn-Sham gap (spin up / spin down) ... 8.02 / 5.41 eV
ΔE to the lowest compared entry with this formula, charge and spin ... 0.0 kJ/mol
E_HOMO (spin up / spin down) ... -11.27 / -11.78 eV
LUMO (spin up / spin down) ... -3.25 / -6.36 eV

Geometry as ORCA input:
```
! wB97M-V def2-TZVPD RIJCOSX def2/J DEFGRID3
* xyz 1 5
Pd -0.002 -0.437 -0.448
S -0.124 -1.460 1.686
C 0.416 -3.028 1.285
C 0.136 -4.080 2.186
C 0.611 -5.339 1.967
C 0.278 -6.388 2.902
N 0.013 -7.222 3.646
C 1.431 -5.624 0.828
C 1.735 -4.632 -0.050
C 1.220 -3.315 0.132
S 1.639 -2.123 -0.987
C 1.933 -6.960 0.602
N 2.327 -8.023 0.419
H -0.471 -3.884 3.060
H 2.359 -4.845 -0.908
C -3.710 -1.371 0.546
N -3.646 -0.262 -0.412
C -4.148 1.017 0.114
C -2.960 -0.355 -1.557
S -1.695 -1.543 -1.744
N -3.276 0.438 -2.583
C -4.636 0.954 -2.789
C -2.388 0.667 -3.727
H -4.673 -1.315 1.049
H -2.916 -1.303 1.286
H -3.636 -2.320 0.027
H -3.806 1.107 1.144
H -5.237 1.068 0.108
H -3.742 1.846 -0.455
H -5.343 0.406 -2.177
H -4.890 0.794 -3.836
H -4.709 2.020 -2.576
H -1.359 0.466 -3.459
H -2.493 1.708 -4.029
H -2.673 0.023 -4.560
C 1.919 2.197 0.589
C 2.112 1.715 -0.844
C 2.843 2.774 -1.690
C 0.814 1.398 -1.527
H 2.879 2.388 1.070
H 1.390 1.468 1.205
H 1.343 3.127 0.606
H 2.742 0.822 -0.830
H 2.235 3.676 -1.793
H 3.077 2.402 -2.688
H 3.780 3.049 -1.201
H 0.877 0.988 -2.532
H 0.033 2.148 -1.412
*
```

=====

Computed, not measured: C17H23N5O as an isolated structure at a distorted geometry, with ωB97M-V/def2-TZVPD.

Kohn-Sham gap ... 7.37 eV
ΔE to the lowest compared entry with this formula, charge and spin ... 1691.2 kJ/mol
E_HOMO ... -7.28 eV
LUMO ... 0.09 eV

Geometry as ORCA input:
```
! wB97M-V def2-TZVPD RIJCOSX def2/J DEFGRID3
* xyz 0 1
C 3.315 -1.152 -2.755
C 2.762 0.177 -2.602
C 1.274 0.563 -2.837
N 0.755 1.325 -1.937
C 0.305 0.817 -0.945
N 0.403 -0.636 -0.721
C 0.092 -1.294 0.394
N -0.159 -2.588 0.366
C -1.121 -3.476 1.009
H -1.443 -2.904 1.896
C -2.224 -3.884 0.197
H -2.979 -4.595 0.467
O -1.612 -4.300 -1.312
C -0.666 -3.567 -1.642
H -0.385 -4.105 -2.681
C 0.611 -3.299 -0.755
H 1.334 -2.481 -1.334
H 1.081 -4.178 -0.469
H -1.233 -2.542 -1.994
H -2.594 -2.907 -0.141
H -0.599 -4.384 1.302
C -0.433 -0.632 1.695
C -0.865 -1.086 2.928
N -0.991 -1.551 3.963
C -0.804 0.928 1.501
C -0.124 1.629 0.360
C -0.004 3.107 0.026
N -0.944 3.712 1.358
C -0.595 5.064 1.139
H 0.411 5.531 1.267
H -1.178 5.462 0.230
H -1.415 5.606 1.815
C -0.441 3.212 2.579
C -0.898 1.780 2.535
H -2.002 1.763 2.621
H -0.675 1.300 3.785
H 0.510 3.269 2.588
H -0.671 3.770 3.455
H 0.947 3.373 0.178
H -0.561 3.167 -0.658
H 1.242 2.291 -1.847
H 0.887 -0.646 -2.913
H 1.369 0.914 -3.927
H 3.487 0.802 -2.363
H 4.173 -1.540 -2.605
H 2.656 -1.819 -3.215
*
```

=====

Computed, not measured: C17H23N5O2PbS as an isolated structure at a distorted geometry, with ωB97M-V/def2-TZVPD.

Kohn-Sham gap (spin up / spin down) ... 4.54 / 5.91 eV
ΔE to the lowest compared entry with this formula, charge and spin ... 0.0 kJ/mol
E_HOMO (spin up / spin down) ... -21.41 / -21.12 eV
LUMO (spin up / spin down) ... -16.87 / -15.21 eV

Geometry as ORCA input:
```
! wB97M-V def2-TZVPD RIJCOSX def2/J DEFGRID3
* xyz 4 1
N 0.082 2.541 -0.766
C 0.169 3.698 -0.753
C 0.268 5.134 -0.756
H -0.732 5.575 -0.826
H 0.863 5.466 -1.614
H 0.748 5.476 0.167
N 2.188 -1.406 -1.191
C 3.149 -2.038 -1.347
C 4.339 -2.818 -1.537
H 4.972 -2.352 -2.302
H 4.071 -3.830 -1.863
H 4.893 -2.874 -0.594
N -2.287 -1.087 -0.796
C -3.310 -1.636 -0.773
C -4.583 -2.306 -0.761
H -4.564 -3.127 -0.036
H -4.802 -2.713 -1.756
H -5.373 -1.599 -0.486
Pb 0.015 0.006 -1.175
C 0.047 -2.077 0.758
O 0.120 -3.024 1.387
C 1.941 0.808 0.784
O 2.819 1.125 1.445
C 0.504 1.351 -3.991
C -0.887 1.419 -3.861
C -1.650 0.241 -3.861
C -1.019 -1.001 -3.991
C 0.376 -1.069 -4.118
C 1.136 0.105 -4.119
H 1.095 2.271 -4.055
H -1.387 2.392 -3.823
H -2.742 0.300 -3.823
H -1.618 -1.915 -4.055
H 0.862 -2.037 -4.277
H 2.218 0.056 -4.279
C 0.138 1.557 5.242
N 0.534 0.972 3.955
C -0.300 0.123 3.273
S -0.843 0.506 1.690
N -0.705 -1.004 3.875
C -0.226 -1.501 5.161
H -0.620 0.946 5.737
H -0.261 2.568 5.084
H 1.017 1.650 5.892
H 0.966 1.662 3.337
H -1.319 -1.597 3.316
H -1.014 -1.472 5.929
H 0.076 -2.553 5.062
H 0.635 -0.910 5.494
*
```